# 1
# C3H11NSi

2 unconnected molecules or ions with the total composition C3H11NSi (ωB97M-V with the def2-TZVPD basis set, the OMol25 dataset).

Element x y z (Å)
1 C -0.74699 -1.49921 -0.21445
2 Si -1.22268 -0.04639 -1.01348
3 C -0.15568 1.32587 -1.73982
4 H 0.20396 -1.88471 -0.77078
5 H -1.08691 -2.29792 0.45321
6 H -2.53405 0.48362 -0.81565
7 H 0.65080 0.93837 -2.37165
8 H -0.67557 2.11994 -2.37623
9 H 0.32877 1.99009 -0.95750
10 C 1.25752 -0.20591 2.57549
11 N 1.55503 -0.36874 1.10603
12 H 0.20291 -0.32487 2.70486
13 H 1.76309 -1.04410 3.15406
14 H 1.72787 0.74627 2.92396
15 H 0.76616 -1.00501 0.77229
16 H 2.54536 -0.57603 0.89660

Properties
**SMILES string**: C=[SiH]C.CN
**Gap between HOMO and LUMO**: 8.615 eV
**Multiplicity**: 1
**Highest occupied orbital energy**: -8.32 eV
**ΔE to the lowest compared entry with this formula, charge and spin**: 302.0 kJ/mol

=====

# 2
# C3H11NSi2

2 unconnected molecules or ions with the total composition C3H11NSi2 (ωB97M-V with the def2-TZVPD basis set, the OMol25 dataset).

Element x y z (Å)
1 C 1.36094 0.73100 -0.55207
2 C 1.67802 -0.68811 -0.71137
3 C 0.79344 1.07185 0.90933
4 N 0.74237 -1.39850 0.01186
5 Si -0.25904 -0.52105 1.05756
6 Si -3.00789 0.20891 -0.25795
7 H 2.29141 1.32698 -0.71532
8 H 0.61614 1.09278 -1.13050
9 H 1.70038 -1.02082 -1.80467
10 H 2.74943 -0.81611 -0.40078
11 H 1.52382 1.22989 1.64698
12 H 0.10927 1.93002 0.80476
13 H 0.84292 -2.39891 0.02410
14 H -0.67543 -1.08679 2.35433
15 H -2.98717 -0.92132 -1.31299
16 H -3.56727 1.36731 -0.87676
17 H -3.91132 -0.10714 0.95349

Properties
**Gap between HOMO and LUMO**: 7.852 eV
**Multiplicity**: 1
**Highest occupied orbital energy**: -7.45 eV
**ΔE to the lowest compared entry with this formula, charge and spin**: 87.1 kJ/mol

=====

# 3
# C3H12BF4O4Ti

A molecular structure, C3H12BF4O4Ti (ωB97M-V with the def2-TZVPD basis set, the OMol25 dataset).

Element x y z (Å)
1 Ti -1.34075 0.90150 -0.10549
2 O -2.68997 1.01919 3.35530
3 H -1.93656 1.25310 3.93165
4 O -3.78318 -0.82631 -2.39349
5 H -3.46858 -0.75660 -3.31583
6 B -3.29044 4.82285 -2.31467
7 F -3.33035 6.17300 -2.02472
8 F -3.79407 4.51438 -3.52743
9 F -1.95193 4.46930 -2.12954
10 F -3.96433 4.18395 -1.34405
11 C 0.61307 -4.45503 -2.38067
12 O -0.08048 -3.70822 -1.36002
13 H 0.21319 -4.22443 -3.36810
14 H 1.66409 -4.17908 -2.29513
15 H 0.49626 -5.53383 -2.27752
16 H -0.97198 -3.52205 -1.66365
17 C 2.55814 -0.38720 3.40317
18 C 3.52297 0.16615 2.32830
19 O 2.74868 0.64623 1.21304
20 H 3.22153 -0.87390 4.11810
21 H 1.98311 -1.21802 2.99431
22 H 1.95856 0.35792 3.92606
23 H 4.19600 -0.65214 2.07233
24 H 4.08076 1.03355 2.68130
25 H 3.34627 0.79568 0.47673

Properties
**Charge**: -2
**Gap between HOMO and LUMO (alpha / beta)**: 5.428 / 5.300 eV
**Multiplicity**: 4
**Highest occupied orbital energy (alpha / beta)**: -1.36 / -1.32 eV
**Expectation value of S²**: 3.751

=====

# 4
# C3H12BaFO3

A molecular structure, C3H12BaFO3 (ωB97M-V with the def2-TZVPD basis set, the OMol25 dataset).

Element x y z (Å)
1 Ba 0.64172 2.81755 3.50353
2 F 0.54462 1.16771 1.33611
3 C 1.93910 0.45219 -1.85359
4 O 1.87117 1.57855 -1.01880
5 H 2.71504 0.49792 -2.61775
6 H 2.30685 -0.39055 -1.26824
7 H 0.96434 0.20608 -2.27475
8 H 1.30615 1.45659 -0.25233
9 C -0.28059 -2.15121 1.20547
10 O 0.64853 -1.39917 0.43551
11 H -0.07642 -2.02923 2.26921
12 H -1.32856 -1.85775 1.14443
13 H -0.20893 -3.21656 0.98640
14 H 0.66886 -0.51183 0.80137
15 C -2.13091 0.43782 -0.73267
16 O -2.13674 1.12046 0.48205
17 H -1.30665 -0.26759 -0.62742
18 H -3.14390 0.07540 -0.90761
19 H -1.70667 1.09577 -1.49110
20 H -1.28701 0.91786 0.88019

Properties
**Gap between HOMO and LUMO (alpha / beta)**: 5.170 / 8.491 eV
**Multiplicity**: 2
**Highest occupied orbital energy (alpha / beta)**: -5.72 / -9.17 eV
**Expectation value of S²**: 0.750

=====

# 5
# C3H12Cl3CrO3

A molecular structure, C3H12Cl3CrO3 (ωB97M-V with the def2-TZVPD basis set, the OMol25 dataset).

Element x y z (Å)
1 Cr 0.87568 -0.27316 -0.83254
2 Cl 0.76947 2.30100 -1.05586
3 Cl 2.90530 -0.74570 -2.31745
4 Cl 0.55044 -2.84203 0.06653
5 C -1.92724 -0.24195 -2.27268
6 O -0.57348 -0.84673 -2.29709
7 H -2.14604 0.35111 -3.16066
8 H -2.63327 -1.04610 -2.06539
9 H -2.12856 0.46778 -1.47026
10 H -0.59433 -1.43766 -3.05337
11 C -1.86099 0.41502 1.41507
12 O -0.83758 -0.30249 0.72659
13 H -2.87625 0.09982 1.17423
14 H -1.68719 0.32487 2.48735
15 H -1.73081 1.48329 1.24202
16 H -0.90170 -1.24460 0.89957
17 C 2.34965 0.88970 1.95641
18 O 2.18687 -0.10003 0.93430
19 H 2.42353 0.50076 2.97197
20 H 3.34034 1.31854 1.80564
21 H 1.60785 1.68099 1.84834
22 H 2.88835 -0.75237 0.99737

Properties
**Gap between HOMO and LUMO (alpha / beta)**: 8.766 / 4.299 eV
**Multiplicity**: 6
**Highest occupied orbital energy (alpha / beta)**: -8.46 / -9.26 eV
**Expectation value of S²**: 8.761

=====

# 6
# C3H12ClNOSi3

2 unconnected molecules or ions with the total composition C3H12ClNOSi3 (ωB97M-V with the def2-TZVPD basis set, the OMol25 dataset).

Element x y z (Å)
1 C -3.35582 0.41094 0.03385
2 C -3.50999 -2.01434 0.16495
3 C -1.34035 -0.83479 0.04233
4 N -2.72639 -0.77239 0.20097
5 O -4.49909 0.68646 -0.07750
6 Si 5.77259 0.55954 0.35003
7 Si 0.69087 1.68365 -0.23909
8 Si -0.51868 0.47725 1.25583
9 Cl 4.18449 -0.67306 0.06777
10 H -2.54380 1.30599 -0.15777
11 H -4.00561 -2.12340 -0.79482
12 H -2.81046 -2.80195 0.05251
13 H -4.36118 -2.22872 0.85445
14 H -1.00506 -1.81238 0.37084
15 H -1.20546 -0.90920 -1.06686
16 H 7.03562 -0.14935 0.61113
17 H 5.19794 1.74949 0.94781
18 H 6.01369 1.11710 -0.92616
19 H 1.12787 1.44155 -1.63923
20 H 2.23147 2.04865 0.18081
21 H -0.37267 2.83896 -0.23183

Properties
**Gap between HOMO and LUMO**: 7.575 eV
**Multiplicity**: 1
**Highest occupied orbital energy**: -8.70 eV
**ΔE to the lowest compared entry with this formula, charge and spin**: 145.6 kJ/mol

=====

Strongest force on any atom per entry: 3.27, 4.65, 2.97, 1.78, 2.14, 3.88 eV/A